[1]
DFT (wB97M-V/def2-TZVPD) results for a single C18H20N4OS molecule at a distorted geometry.

Structure (ORCA input):
```
! RIJCOSX wB97M-V def2-TZVPD def2/J DEFGRID3
* xyz 0 1
C 3.480 4.578 4.678
O 3.652 3.181 4.695
C 2.809 2.412 3.955
C 1.770 2.895 3.165
C 0.976 2.014 2.456
C 1.194 0.640 2.512
C 0.330 -0.246 1.748
C 0.462 -1.599 1.591
S -0.792 -2.232 0.603
C -1.431 -0.593 0.459
C -2.640 -0.292 -0.359
C -2.255 0.004 -1.769
N -2.134 1.200 -2.267
N -1.757 1.085 -3.550
C -1.651 -0.182 -3.828
N -1.961 -0.931 -2.726
C -1.951 -2.366 -2.654
C -0.552 -2.935 -2.901
C -0.158 -2.966 -4.377
C 0.048 -1.588 -5.008
C -1.239 -0.764 -5.127
N -0.749 0.276 1.094
C 2.238 0.162 3.307
C 3.031 1.034 4.016
H 4.254 4.978 5.330
H 3.610 4.986 3.670
H 2.497 4.867 5.064
H 1.570 3.952 3.094
H 0.171 2.385 1.841
H 1.208 -2.260 1.981
H -3.107 0.609 0.041
H -3.344 -1.126 -0.319
H -2.300 -2.661 -1.663
H -2.650 -2.764 -3.399
H -0.530 -3.955 -2.512
H 0.175 -2.348 -2.336
H 0.776 -3.526 -4.468
H -0.921 -3.509 -4.941
H 0.456 -1.731 -6.011
H 0.782 -1.023 -4.430
H -1.085 0.070 -5.812
H -2.043 -1.392 -5.524
H 2.427 -0.898 3.377
H 3.839 0.675 4.634
*
```

Computed properties:
molecular weight: 340.45 g/mol
SMILES: COc1ccc(-c2csc(Cc3nnc4n3CCCCC4)n2)cc1
E_tot: -1390.369572 a.u.
LUMO: 0.5 eV
E_HOMO: -7.86 eV



[2]
DFT (wB97M-V/def2-TZVPD) results for a single C18H20N6O3S molecule at a distorted geometry.

Structure (ORCA input):
```
! RIJCOSX wB97M-V def2-TZVPD def2/J DEFGRID3
* xyz 0 1
C -7.198 -0.974 1.172
O -6.663 -0.478 -0.033
C -5.356 -0.111 -0.065
C -4.478 -0.187 1.012
C -3.162 0.217 0.869
C -2.713 0.699 -0.352
N -1.386 1.108 -0.511
N -0.917 1.554 -1.692
N 0.309 1.861 -1.615
C 0.733 1.627 -0.348
C 1.952 1.651 0.332
S 3.458 2.101 -0.432
C 4.568 1.075 0.583
C 4.212 -0.405 0.454
O 4.228 -1.151 1.406
N 3.953 -0.798 -0.812
C 3.355 -2.077 -1.097
C 1.827 -1.947 -1.278
C 1.148 -3.320 -1.286
C 0.937 -3.591 0.209
C 1.018 -2.194 0.853
O 1.235 -1.261 -0.197
N 1.991 1.280 1.598
C 0.878 0.878 2.193
N -0.324 0.766 1.670
C -0.372 1.132 0.392
C -3.585 0.778 -1.437
C -4.892 0.377 -1.291
H -6.694 -1.893 1.487
H -8.243 -1.191 0.961
H -7.138 -0.231 1.974
H -4.804 -0.557 1.971
H -2.481 0.160 1.703
H 5.577 1.260 0.214
H 4.485 1.377 1.626
H 3.844 -0.080 -1.516
H 3.797 -2.497 -2.004
H 3.577 -2.724 -0.245
H 1.615 -1.352 -2.173
H 0.191 -3.251 -1.802
H 1.759 -4.077 -1.772
H 1.718 -4.238 0.605
H -0.025 -4.062 0.400
H 0.091 -1.900 1.351
H 1.842 -2.128 1.574
H 0.979 0.598 3.232
H -3.218 1.156 -2.378
H -5.584 0.430 -2.115
*
```

Computed properties:
molecular weight: 400.46 g/mol
SMILES: COc1ccc(-n2nnc3c(SCC(=O)NC[C@H]4CCCO4)ncnc32)cc1
E_tot: -1650.353470 a.u.
LUMO: -0.1 eV
E_HOMO: -8.36 eV



[3]
DFT (wB97M-V/def2-TZVPD) results for a molecular structure, C18H21AsCl5F9HgN2OPSSi2.

Structure (ORCA input):
```
! RIJCOSX wB97M-V def2-TZVPD def2/J DEFGRID3
* xyz -1 1
Hg 0.107 -0.154 -0.273
F 2.820 5.101 1.850
C 1.923 4.310 2.489
F 1.513 5.018 3.570
F 2.594 3.260 2.956
C 0.756 3.988 1.593
C -0.159 5.014 1.420
C -1.268 4.836 0.612
C -1.393 3.608 -0.017
N -0.503 2.636 0.098
C 0.568 2.778 0.895
S 1.663 1.419 0.955
H -0.004 5.951 1.939
H -2.004 5.615 0.474
H -2.242 3.389 -0.655
Cl 3.095 0.180 -1.917
C 2.780 1.860 -2.037
C 1.521 2.294 -2.450
C 1.257 3.644 -2.657
Cl -0.285 4.209 -3.171
C 2.260 4.576 -2.401
Cl 1.958 6.256 -2.606
C 3.516 4.145 -1.967
Cl 4.746 5.301 -1.648
C 3.787 2.789 -1.798
Cl 5.335 2.267 -1.287
O -0.388 1.368 -3.245
N 0.506 1.241 -2.475
C -1.040 -4.516 -0.107
Si -2.331 -3.237 -0.556
C -2.412 -2.936 -2.400
C -4.023 -3.862 0.007
As -2.093 -1.133 0.464
Si -1.234 -1.691 2.582
C -2.399 -2.916 3.416
C 0.503 -2.417 2.598
C -1.221 -0.104 3.593
H -1.270 -5.459 -0.612
H -1.036 -4.709 0.968
H -0.043 -4.207 -0.417
H -2.740 -3.847 -2.908
H -1.444 -2.651 -2.811
H -3.136 -2.147 -2.617
H -4.216 -4.850 -0.419
H -4.811 -3.187 -0.335
H -4.102 -3.943 1.092
H -2.416 -3.884 2.913
H -3.421 -2.534 3.451
H -2.068 -3.082 4.446
H 0.511 -3.453 2.258
H 0.904 -2.386 3.615
H 1.186 -1.856 1.958
H -2.189 0.398 3.543
H -0.457 0.583 3.225
H -1.000 -0.323 4.641
F 1.104 -2.439 -1.660
P 1.942 -3.233 -2.847
F 2.773 -4.000 -3.992
F 1.693 -1.980 -3.842
F 3.297 -2.528 -2.304
F 0.563 -3.901 -3.359
F 2.164 -4.466 -1.829
*
```

Computed properties:
molecular weight: 1024.35 g/mol
E_tot: -7791.135107 a.u.
LUMO: 0.8 eV
E_HOMO: -5.72 eV



[4]
DFT (wB97M-V/def2-TZVPD) results for a molecular structure, C18H21AsN4O9SSr at a distorted geometry.

Structure (ORCA input):
```
! RIJCOSX wB97M-V def2-TZVPD def2/J DEFGRID3
* xyz -2 1
Sr -0.840 0.359 -1.508
N -2.603 1.069 -3.613
C -3.295 -0.210 -3.758
C -2.393 -1.264 -3.095
O -1.168 -1.162 -3.509
N -2.733 -2.098 -2.149
C -4.066 -1.895 -1.552
C -4.220 -0.490 -0.871
O -5.332 -0.074 -0.448
O -3.112 0.155 -0.757
H -3.265 1.776 -3.274
H -2.165 1.446 -4.461
H -3.299 -0.568 -4.806
H -4.329 -0.191 -3.465
H -4.214 -2.675 -0.790
H -4.912 -1.998 -2.191
O 3.198 5.672 -1.159
C 2.411 4.741 -1.156
C 1.918 3.948 0.050
O 2.304 4.191 1.188
C 1.037 2.897 -0.444
C 0.832 3.053 -1.832
O 0.216 2.252 -2.566
C 1.665 4.195 -2.347
O 1.791 4.645 -3.460
O 0.567 1.845 0.127
C -1.785 1.412 2.925
As -0.053 0.670 3.426
C -0.174 0.511 5.431
C 1.476 1.804 3.085
S 0.093 -1.231 2.517
H -1.661 1.700 1.883
H -2.138 2.173 3.616
H -2.403 0.518 2.905
H -0.110 1.512 5.866
H 0.760 0.016 5.798
H -1.056 -0.054 5.792
H 2.356 1.251 3.352
H 1.362 2.700 3.688
H 1.318 2.029 2.062
N 4.765 -3.768 0.612
C 4.170 -2.598 0.940
O 4.698 -1.698 1.555
C 2.741 -2.618 0.332
C 2.067 -3.844 0.155
C 0.909 -3.824 -0.593
C 0.428 -2.612 -1.057
N 1.038 -1.475 -0.840
C 2.130 -1.434 -0.141
H 5.777 -3.896 0.765
H 4.332 -4.255 -0.125
H 2.430 -4.816 0.563
H 0.406 -4.731 -0.951
H -0.470 -2.627 -1.631
H 2.599 -0.434 -0.082
*
```

Computed properties:
molecular weight: 631.99 g/mol
E_tot: -4259.591230 a.u.
LUMO: 4.1 eV
E_HOMO: -1.52 eV



[5]
DFT (wB97M-V/def2-TZVPD) results for a molecular structure, C18H21Cl3OSn at a distorted geometry.

Structure (ORCA input):
```
! RIJCOSX wB97M-V def2-TZVPD def2/J DEFGRID3
* xyz -2 1
C -0.555 0.709 -3.677
C -1.382 -0.396 -3.469
C -0.555 -1.576 -3.365
C -2.859 -0.383 -3.407
C 0.786 -1.198 -3.497
C 0.841 0.257 -3.652
C 1.962 1.039 -3.729
C -0.993 2.082 -3.945
C -1.070 -2.950 -3.186
C 1.951 -2.084 -3.493
Sn 0.493 1.199 0.777
Cl -4.030 -0.848 1.377
Cl -0.234 2.978 -0.696
Cl 1.416 -0.760 -0.305
H -3.212 0.586 -3.037
H -3.220 -1.167 -2.732
H -3.309 -0.551 -4.397
H -1.956 -2.951 -2.536
H -0.300 -3.589 -2.733
H -1.363 -3.405 -4.147
H 1.878 -2.823 -2.692
H 2.856 -1.496 -3.359
H 2.034 -2.623 -4.441
H 2.949 0.586 -3.597
H 2.792 1.309 -0.274
H 1.866 2.114 -3.920
H -1.776 2.389 -3.243
H -1.401 2.167 -4.963
H -0.150 2.767 -3.857
O 2.332 2.012 0.242
H 2.171 2.722 -0.439
C 0.547 1.155 2.876
C 0.403 0.869 4.079
C 0.280 0.567 5.456
C -0.905 0.906 6.154
C -1.061 0.561 7.500
C -0.040 -0.147 8.162
C 1.155 -0.456 7.494
C 1.321 -0.086 6.157
H -1.703 1.432 5.628
H -1.980 0.836 8.027
H -0.182 -0.449 9.205
H 1.954 -0.991 8.017
H 2.252 -0.312 5.637
*
```

Computed properties:
molecular weight: 478.43 g/mol
E_tot: -2368.563522 a.u.
LUMO: 4.6 eV
E_HOMO: 0.48 eV



> Among the records above, which one has the highest E_HOMO?

C18H21Cl3OSn